Formula: C4H6Cl2O
Source: OMol25
Level of theory: wB97M-V/def2-TZVPD

The geometry in XYZ format:
```
13
C4H6Cl2O, DFT wB97M-V/def2-TZVPD
C 0.477 0.889 0.074
C 0.975 -1.897 0.617
C -0.324 0.702 -1.158
C -0.157 0.749 1.298
O -1.352 0.283 1.398
Cl -0.419 -2.521 -0.155
Cl 2.352 -2.239 -0.235
H 0.183 0.935 -2.220
H -1.262 1.256 -1.144
H -0.694 -0.406 -1.295
H 0.279 1.088 2.255
H 1.417 1.395 -0.034
H -1.477 -0.236 0.598
```

Summary:
LUMO level = -0.695 eV
2S+1 = 1
Kohn-Sham gap = 7.5 eV
HOMO energy = -8.2166 eV
charge = 0

Formula: C6H10
Source: OMol25
Level of theory: wB97M-V/def2-TZVPD

The geometry in XYZ format:
```
16
C6H10, DFT wB97M-V/def2-TZVPD
C 1.537 0.785 0.982
C 0.514 1.852 0.598
C -0.779 1.280 0.048
C -0.841 0.141 -0.593
C -0.819 -0.987 -1.256
C -0.953 -2.364 -0.658
H 1.148 0.150 1.785
H 2.470 1.242 1.326
H 1.769 0.134 0.133
H 0.946 2.529 -0.152
H 0.284 2.478 1.469
H -1.687 1.870 0.175
H -0.655 -0.931 -2.333
H -1.339 -2.323 0.364
H -1.618 -2.994 -1.258
H 0.024 -2.861 -0.630
```

Summary:
LUMO level = 1.124 eV
2S+1 = 1
SMILES string = CC=C=CCC
Kohn-Sham gap = 10.4 eV
HOMO energy = -9.2330 eV
charge = 0

Formula: CH32O19Y
Source: OMol25
Level of theory: wB97M-V/def2-TZVPD

The geometry in XYZ format:
```
53
CH32O19Y, DFT wB97M-V/def2-TZVPD
Y 8.109 -12.152 -18.503
C 8.711 -10.245 -20.225
O 7.804 -11.269 -20.507
O 9.006 -10.233 -18.957
O 9.231 -9.697 -21.234
O 7.128 -10.689 -23.240
H 7.430 -11.246 -23.988
H 7.746 -10.706 -22.545
O 9.010 -7.699 -23.071
H 9.020 -8.448 -22.409
H 8.524 -6.963 -22.733
O 8.788 -7.250 -19.970
H 8.979 -8.211 -20.019
H 7.917 -7.295 -20.335
O 5.998 -10.998 -18.252
H 6.109 -10.077 -18.462
H 5.097 -11.315 -18.148
O 6.609 -8.049 -18.241
H 7.522 -7.865 -18.472
H 6.333 -7.618 -17.479
O 11.812 -9.360 -20.867
H 10.864 -9.580 -20.854
H 11.999 -8.683 -21.567
O 6.453 -13.039 -22.325
H 7.187 -13.444 -22.756
H 6.461 -12.192 -22.759
O 9.980 -11.838 -22.453
H 9.557 -11.158 -21.866
H 10.881 -11.573 -22.593
O 8.119 -10.656 -16.522
H 8.641 -9.884 -16.606
H 8.122 -10.870 -15.629
O 10.301 -12.107 -17.495
H 11.047 -12.018 -18.067
H 10.596 -11.589 -16.758
O 4.955 -10.612 -21.314
H 5.713 -11.118 -21.155
H 5.094 -9.746 -20.886
O 6.522 -13.506 -19.425
H 6.541 -13.686 -20.352
H 5.566 -13.368 -19.250
O 9.246 -8.389 -16.748
H 10.035 -8.594 -17.256
H 9.600 -7.532 -16.455
O 9.684 -13.164 -20.209
H 10.244 -13.965 -20.137
H 9.689 -12.655 -21.059
O 11.578 -7.474 -22.665
H 10.649 -7.706 -22.794
H 11.433 -6.519 -22.503
O 6.535 -8.450 -21.149
H 7.299 -9.008 -21.184
H 6.300 -8.390 -22.076
```

Summary:
LUMO level = -3.913 eV
2S+1 = 1
Kohn-Sham gap = 8.5 eV
HOMO energy = -12.3844 eV
charge = +1

Formula: C9H12ClN4
Source: OMol25
Level of theory: wB97M-V/def2-TZVPD

The geometry in XYZ format:
```
26
C9H12ClN4, DFT wB97M-V/def2-TZVPD
C -1.231 3.001 0.515
C -1.905 2.252 -0.423
C -0.003 2.381 0.711
C -1.004 -1.059 1.429
C -1.264 -1.420 0.121
C 0.231 -1.027 1.981
C -0.183 -1.772 -0.812
C 1.009 0.322 -0.157
C 2.074 -1.255 -1.579
N -1.104 1.215 -0.765
N 1.113 -1.341 2.729
N 0.055 1.293 -0.085
N 0.838 -0.690 -1.067
Cl -2.894 -1.467 -0.442
H -1.571 3.895 0.996
H -2.877 2.377 -0.850
H 0.807 2.647 1.357
H -1.807 -0.709 2.066
H 0.379 -2.616 -0.399
H -0.580 -2.068 -1.785
H 1.988 0.581 0.209
H 1.836 -1.966 -2.365
H 2.673 -0.454 -2.006
H 2.662 -1.762 -0.809
H 1.995 -0.907 2.942
H -1.234 0.551 -1.512
```

Summary:
LUMO level (spin up / spin down) = -4.341 / -3.787 eV
2S+1 = 1
Kohn-Sham gap (spin up / spin down) = 6.0 / 7.1 eV
HOMO energy (spin up / spin down) = -10.3606 / -10.8415 eV
charge = +1

Formula: C5H15N2
Source: OMol25
Level of theory: wB97M-V/def2-TZVPD

The geometry in XYZ format:
```
22
C5H15N2, DFT wB97M-V/def2-TZVPD
N 1.898 0.759 1.587
C 2.264 0.685 0.180
C 1.161 1.292 -0.656
N -0.126 0.631 -0.208
C -0.464 -0.645 -0.915
C -1.392 -1.543 -0.096
C -2.744 -0.910 0.191
H 0.066 0.389 0.781
H 2.038 1.719 1.887
H 2.499 0.159 2.135
H 2.370 -0.357 -0.117
H 3.210 1.173 -0.067
H 1.286 1.157 -1.721
H 1.031 2.354 -0.471
H -0.883 1.255 -0.264
H -0.956 -0.354 -1.845
H 0.437 -1.177 -1.199
H -1.514 -2.436 -0.702
H -0.851 -1.808 0.817
H -3.289 -1.549 0.876
H -2.702 0.122 0.532
H -3.340 -0.917 -0.724
```

Summary:
LUMO level = -2.782 eV
2S+1 = 1
SMILES string = CCC[NH2+]CCN
Kohn-Sham gap = 11.6 eV
HOMO energy = -14.3806 eV
charge = +1

Formula: C5H8O
Source: OMol25
Level of theory: wB97M-V/def2-TZVPD

The geometry in XYZ format:
```
14
C5H8O, DFT wB97M-V/def2-TZVPD
C 0.253 0.963 0.492
C 1.022 -0.280 0.924
C -0.049 -1.149 0.362
O -1.844 -0.287 0.036
C -0.729 -0.559 -0.816
C 0.039 0.757 -1.004
H 0.502 1.920 0.941
H -1.289 0.520 0.585
H 2.015 -0.465 0.454
H 1.136 -0.394 2.006
H -0.441 -2.057 0.815
H -1.015 -1.193 -1.654
H 0.951 0.616 -1.611
H -0.586 1.522 -1.477
```

Summary:
LUMO level (spin up / spin down) = -0.627 / -0.468 eV
2S+1 = 1
Kohn-Sham gap (spin up / spin down) = 6.5 / 6.9 eV
HOMO energy (spin up / spin down) = -7.1649 / -7.3353 eV
charge = 0

Please write out number 1 again, unchanged.
Formula: C4H6Cl2O
Source: OMol25
Level of theory: wB97M-V/def2-TZVPD

The geometry in XYZ format:
```
13
C4H6Cl2O, DFT wB97M-V/def2-TZVPD
C 0.477 0.889 0.074
C 0.975 -1.897 0.617
C -0.324 0.702 -1.158
C -0.157 0.749 1.298
O -1.352 0.283 1.398
Cl -0.419 -2.521 -0.155
Cl 2.352 -2.239 -0.235
H 0.183 0.935 -2.220
H -1.262 1.256 -1.144
H -0.694 -0.406 -1.295
H 0.279 1.088 2.255
H 1.417 1.395 -0.034
H -1.477 -0.236 0.598
```

Summary:
LUMO level = -0.695 eV
2S+1 = 1
Kohn-Sham gap = 7.5 eV
HOMO energy = -8.2166 eV
charge = 0

- Look up the charge of the fifth one.
  +1

Please write out number 3 again, unchanged.
Formula: CH32O19Y
Source: OMol25
Level of theory: wB97M-V/def2-TZVPD

The geometry in XYZ format:
```
53
CH32O19Y, DFT wB97M-V/def2-TZVPD
Y 8.109 -12.152 -18.503
C 8.711 -10.245 -20.225
O 7.804 -11.269 -20.507
O 9.006 -10.233 -18.957
O 9.231 -9.697 -21.234
O 7.128 -10.689 -23.240
H 7.430 -11.246 -23.988
H 7.746 -10.706 -22.545
O 9.010 -7.699 -23.071
H 9.020 -8.448 -22.409
H 8.524 -6.963 -22.733
O 8.788 -7.250 -19.970
H 8.979 -8.211 -20.019
H 7.917 -7.295 -20.335
O 5.998 -10.998 -18.252
H 6.109 -10.077 -18.462
H 5.097 -11.315 -18.148
O 6.609 -8.049 -18.241
H 7.522 -7.865 -18.472
H 6.333 -7.618 -17.479
O 11.812 -9.360 -20.867
H 10.864 -9.580 -20.854
H 11.999 -8.683 -21.567
O 6.453 -13.039 -22.325
H 7.187 -13.444 -22.756
H 6.461 -12.192 -22.759
O 9.980 -11.838 -22.453
H 9.557 -11.158 -21.866
H 10.881 -11.573 -22.593
O 8.119 -10.656 -16.522
H 8.641 -9.884 -16.606
H 8.122 -10.870 -15.629
O 10.301 -12.107 -17.495
H 11.047 -12.018 -18.067
H 10.596 -11.589 -16.758
O 4.955 -10.612 -21.314
H 5.713 -11.118 -21.155
H 5.094 -9.746 -20.886
O 6.522 -13.506 -19.425
H 6.541 -13.686 -20.352
H 5.566 -13.368 -19.250
O 9.246 -8.389 -16.748
H 10.035 -8.594 -17.256
H 9.600 -7.532 -16.455
O 9.684 -13.164 -20.209
H 10.244 -13.965 -20.137
H 9.689 -12.655 -21.059
O 11.578 -7.474 -22.665
H 10.649 -7.706 -22.794
H 11.433 -6.519 -22.503
O 6.535 -8.450 -21.149
H 7.299 -9.008 -21.184
H 6.300 -8.390 -22.076
```

Summary:
LUMO level = -3.913 eV
2S+1 = 1
Kohn-Sham gap = 8.5 eV
HOMO energy = -12.3844 eV
charge = +1